(1)
Molecular formula: H4O2
Method: DFT, wB97M-V/def2-TZVPD

Atoms and positions in Å:
H1 -1.865 -1.213 0.180
H2 -0.590 -0.349 -0.399
O1 -0.896 -1.231 -0.060
H3 0.634 1.423 0.511
H4 1.659 0.330 0.044
O2 1.057 1.041 -0.275

Its energy relative to the best compared isomer or geometry (same formula, charge and spin) is 110.3 kJ/mol. For the HOMO-LUMO gap (spin up / spin down), the calculation gives 14.73 / 5.30 eV. The highest occupied orbital energy (spin up / spin down) comes out at -19.591 / -17.685 eV. Its spin multiplicity is 2. Its net charge is +1.

---

(2)
Molecular formula: C3H9NO2
Method: DFT, wB97M-V/def2-TZVPD

Atoms and positions in Å:
C1 -2.350 -0.474 -0.903
C2 -1.895 -0.227 0.318
N1 -0.683 0.408 0.607
C3 -0.441 1.565 0.180
H1 -1.783 -0.265 -1.797
H2 -3.296 -1.001 -1.004
H3 -2.429 -0.568 1.193
H4 0.537 2.004 0.354
H5 -1.195 2.165 -0.341
O1 1.562 -1.537 0.793
H6 1.678 -2.021 1.615
H7 0.640 -1.220 0.805
O2 2.664 0.585 -0.810
H8 2.160 -0.088 -0.320
H9 2.583 0.293 -1.723

Its energy relative to the best compared isomer or geometry (same formula, charge and spin) is 211.1 kJ/mol. For the HOMO-LUMO gap, the calculation gives 10.36 eV. The highest occupied orbital energy comes out at -9.526 eV. As for the SMILES: C=CN=C.O.O. Its spin multiplicity is 1. Its net charge is 0.

---

(3)
Molecular formula: CH3N5O3
Method: DFT, wB97M-V/def2-TZVPD

Atoms and positions in Å:
C1 -2.245 0.465 -0.271
N1 -2.756 1.526 -0.140
N2 -1.257 -1.526 0.295
N3 -1.654 -0.635 -0.498
N4 0.930 1.054 0.414
N5 1.489 -0.060 -0.084
O1 0.934 -1.083 0.333
O2 2.430 -0.121 -0.903
O3 1.623 2.188 0.078
H1 -1.131 -1.360 1.246
H2 -0.714 -2.337 0.020
H3 2.351 1.890 -0.488

Its energy relative to the best compared isomer or geometry (same formula, charge and spin) is 250.6 kJ/mol. For the HOMO-LUMO gap (spin up / spin down), the calculation gives 5.18 / 9.31 eV. The highest occupied orbital energy (spin up / spin down) comes out at -8.435 / -10.307 eV. Its spin multiplicity is 1. Its net charge is 0.

---

(4)
Molecular formula: C4H5IN3O5S3
Method: DFT, wB97M-V/def2-TZVPD

Atoms and positions in Å:
O1 3.115 1.307 1.075
S1 2.084 0.450 0.561
O2 0.745 0.988 0.475
I1 2.791 0.070 -1.770
N1 2.176 -1.009 1.132
S2 0.845 -1.763 1.621
O3 0.203 -1.096 2.733
O4 1.202 -3.151 1.808
C1 -0.367 -1.756 0.279
C2 -1.580 -0.893 0.625
S3 -2.525 -0.298 -0.803
C3 -1.478 0.959 -1.385
N2 -0.660 0.915 -2.384
N3 -0.052 2.159 -2.456
C4 -0.549 2.843 -1.488
O5 -1.472 2.176 -0.774
H1 0.074 -1.434 -0.667
H2 -0.657 -2.802 0.180
H3 -1.276 -0.057 1.254
H4 -2.315 -1.463 1.198
H5 -0.303 3.857 -1.216

For the HOMO-LUMO gap, the calculation gives 8.65 eV. The highest occupied orbital energy comes out at -5.973 eV. Its spin multiplicity is 1. Its net charge is -1.

---

(5)
Molecular formula: C6H6O6S
Method: DFT, wB97M-V/def2-TZVPD

Atoms and positions in Å:
C1 -0.991 1.402 -1.864
C2 1.519 -0.168 1.629
C3 0.070 0.952 -1.218
C4 0.247 0.022 1.315
C5 -1.036 0.374 2.250
C6 -0.162 -0.184 -0.284
O1 -0.804 1.059 3.264
O2 2.233 -0.531 -1.176
O3 -2.198 -0.019 1.946
O4 0.430 -1.643 -2.400
O5 1.137 -2.541 -0.274
O6 -1.381 -0.816 -0.352
S1 0.992 -1.334 -1.092
H1 -0.920 2.251 -2.666
H2 -2.036 1.014 -1.695
H3 2.135 -0.361 0.857
H4 1.715 -0.074 2.651
H5 0.977 1.309 -1.446
H6 -1.929 -0.712 0.557

Its energy relative to the best compared isomer or geometry (same formula, charge and spin) is 0.0 kJ/mol. For the HOMO-LUMO gap (spin up / spin down), the calculation gives 4.46 / 6.40 eV. The highest occupied orbital energy (spin up / spin down) comes out at 1.739 / -1.641 eV. Its spin multiplicity is 3. Its net charge is -2.

---

(6)
Molecular formula: C3H2FN
Method: DFT, wB97M-V/def2-TZVPD

Atoms and positions in Å:
C1 -0.070 -0.310 1.077
C2 0.167 -0.256 -0.218
F1 0.694 -1.253 -0.880
C3 -0.109 0.874 -1.132
N1 -0.211 1.678 -1.941
H1 -0.547 0.519 1.473
H2 0.076 -1.252 1.620

Its energy relative to the best compared isomer or geometry (same formula, charge and spin) is 28.6 kJ/mol. For the HOMO-LUMO gap, the calculation gives 11.22 eV. The highest occupied orbital energy comes out at -10.770 eV. As for the SMILES: C=C(F)C#N. Its spin multiplicity is 1. Its net charge is 0.

---

(7)
Molecular formula: C6H8O2
Method: DFT, wB97M-V/def2-TZVPD

Atoms and positions in Å:
C1 1.801 0.902 -1.800
C2 0.859 1.862 -1.472
O1 -0.039 1.818 -0.465
C3 -0.323 0.747 0.222
C4 -0.144 -0.512 -0.210
C5 -0.689 -1.607 0.642
C6 -1.086 -1.253 2.019
O2 -1.097 -2.636 0.074
H1 1.851 0.005 -1.250
H2 2.444 1.119 -2.666
H3 0.678 2.761 -1.986
H4 -0.672 0.975 1.195
H5 0.102 -0.929 -1.181
H6 -1.663 -0.284 1.722
H7 -1.708 -2.037 2.408
H8 -0.313 -0.931 2.748

Its energy relative to the best compared isomer or geometry (same formula, charge and spin) is 268.9 kJ/mol. For the HOMO-LUMO gap, the calculation gives 9.51 eV. The highest occupied orbital energy comes out at -9.086 eV. As for the SMILES: C=CO/C=C/C(C)=O. Its spin multiplicity is 1. Its net charge is 0.

---

(8)
Molecular formula: C9H34O9
Method: DFT, wB97M-V/def2-TZVPD

Atoms and positions in Å:
C1 3.076 -20.508 -16.812
O1 1.979 -20.703 -15.968
H1 3.832 -21.291 -16.743
H2 2.782 -20.517 -17.862
H3 3.574 -19.568 -16.576
C2 4.441 -23.111 -15.109
O2 3.337 -23.035 -14.249
H4 4.179 -23.714 -15.978
H5 4.740 -22.110 -15.418
H6 5.297 -23.616 -14.660
C3 6.030 -20.764 -16.092
O3 6.346 -20.067 -17.285
H7 6.669 -20.487 -15.253
H8 5.008 -20.571 -15.767
H9 6.044 -21.847 -16.211
H10 6.320 -19.140 -17.038
C4 5.369 -23.642 -12.256
O4 4.369 -24.442 -13.017
H11 4.848 -22.759 -11.886
H12 5.819 -24.034 -11.344
H13 6.120 -23.361 -12.994
H14 4.209 -24.000 -13.854
C5 1.784 -23.511 -16.532
O5 1.026 -23.041 -15.407
H15 2.497 -22.811 -16.967
H16 2.369 -24.364 -16.190
H17 1.171 -23.988 -17.297
H18 0.382 -22.381 -15.675
C6 2.914 -22.683 -11.141
O6 2.869 -22.809 -12.546
H19 3.841 -22.288 -10.725
H20 2.123 -21.960 -10.939
H21 2.652 -23.571 -10.565
H22 3.618 -23.344 -12.819
C7 6.521 -25.037 -14.770
O7 7.445 -25.911 -15.409
H23 5.628 -25.012 -15.394
H24 6.269 -25.456 -13.796
H25 6.844 -24.020 -14.543
H26 8.255 -25.828 -14.900
C8 4.862 -20.680 -13.521
O8 3.605 -20.331 -14.053
H27 4.826 -21.533 -12.845
H28 5.470 -20.957 -14.383
H29 5.378 -19.874 -12.999
H30 3.810 -19.560 -14.587
C9 3.114 -25.947 -13.946
O9 2.566 -24.953 -14.775
H31 4.048 -26.413 -14.261
H32 3.217 -25.594 -12.919
H33 2.436 -26.793 -13.832
H34 3.137 -24.181 -14.777

Its energy relative to the best compared isomer or geometry (same formula, charge and spin) is 1368.9 kJ/mol. For the HOMO-LUMO gap, the calculation gives 3.70 eV. The highest occupied orbital energy comes out at 1.034 eV. Its spin multiplicity is 1. Its net charge is -2.

---

(9)
Molecular formula: C34H56F4N3O13S7
Method: DFT, wB97M-V/def2-TZVPD

Atoms and positions in Å:
C1 3.107 -5.311 1.623
C2 2.591 -4.341 1.087
C3 2.188 -2.894 0.719
F1 2.665 -2.028 1.766
C4 2.770 -2.205 -0.622
S1 4.293 -1.295 0.032
C5 3.106 -3.091 -1.902
C6 4.663 -3.494 -2.017
C7 5.430 -4.354 -0.942
N1 5.348 -3.144 -3.058
C8 1.723 -1.023 -0.709
C9 2.197 0.141 -1.663
O1 1.238 0.443 -2.714
N2 1.026 -0.714 -3.458
O2 -0.084 -0.694 -3.850
N3 0.635 -1.191 0.023
C10 -0.391 -0.121 0.055
F2 -1.111 -0.014 -1.116
F3 -1.331 -0.337 1.057
F4 0.165 1.122 0.359
C11 0.602 -2.524 0.748
C12 -0.025 -3.761 -0.019
C13 -1.391 -3.479 -0.746
O3 -2.176 -2.594 -0.502
O4 -1.715 -4.365 -1.827
C14 -3.093 -4.730 -1.560
C15 -3.530 -5.367 -0.158
O5 -3.970 -4.577 -2.372
O6 0.390 -2.345 2.143
C16 -0.733 -3.061 2.654
O7 -1.893 -2.833 2.417
C17 -0.432 -4.231 3.686
C18 0.177 -5.543 3.323
C19 0.479 -6.606 4.360
C20 0.144 -6.418 5.802
C21 -0.515 -5.105 6.174
C22 -0.780 -4.027 5.149
H1 3.577 -6.278 1.932
H2 5.038 -2.137 0.825
H3 2.917 -2.427 -2.810
H4 2.538 -4.064 -1.976
H5 6.554 -4.234 -1.073
H6 5.136 -4.152 0.126
H7 5.166 -5.447 -1.145
H8 4.755 -2.617 -3.715
H9 3.157 -0.136 -2.216
H10 2.433 1.107 -1.112
H11 0.718 -4.035 -0.843
H12 -0.149 -4.696 0.598
H13 -4.279 -6.182 -0.372
H14 -4.069 -4.575 0.454
H15 -2.661 -5.825 0.399
H16 0.445 -5.807 2.266
H17 0.945 -7.567 4.014
H18 0.362 -7.240 6.533
H19 -0.800 -4.931 7.257
H20 -1.251 -3.085 5.552
C23 3.525 3.487 3.852
S2 3.136 2.054 2.832
O8 3.237 2.478 1.400
C24 1.385 1.992 3.254
H21 4.578 3.733 3.713
H22 2.910 4.336 3.550
H23 3.344 3.247 4.901
H24 0.903 2.934 2.989
H25 1.273 1.801 4.322
H26 0.923 1.179 2.693
C25 -1.699 6.727 4.491
S3 -0.449 5.623 3.807
O9 0.373 5.114 4.946
C26 0.508 6.908 2.981
H27 -2.393 6.135 5.088
H28 -1.225 7.478 5.125
H29 -2.242 7.211 3.678
H30 0.845 7.648 3.709
H31 -0.107 7.386 2.216
H32 1.374 6.444 2.509
C27 -4.721 1.151 -1.468
S4 -4.012 2.762 -1.071
O10 -5.133 3.653 -0.662
C28 -3.571 3.192 -2.766
H33 -5.104 0.707 -0.549
H34 -5.538 1.269 -2.182
H35 -3.947 0.505 -1.888
H36 -4.460 3.183 -3.398
H37 -2.835 2.480 -3.143
H38 -3.137 4.192 -2.765
C29 0.748 1.325 -6.918
S5 1.982 0.205 -7.598
O11 2.785 -0.321 -6.450
C30 2.967 1.479 -8.409
H39 0.041 0.741 -6.329
H40 1.231 2.064 -6.275
H41 0.216 1.825 -7.729
H42 3.308 2.210 -7.675
H43 2.367 1.969 -9.177
H44 3.830 1.002 -8.874
C31 -1.819 6.378 -6.067
S6 -2.252 4.648 -6.334
O12 -1.717 4.251 -7.668
C32 -4.024 4.926 -6.526
H45 -0.736 6.450 -5.960
H46 -2.140 6.978 -6.920
H47 -2.297 6.737 -5.154
H48 -4.205 5.616 -7.351
H49 -4.432 5.333 -5.599
H50 -4.501 3.969 -6.741
C33 -2.587 1.298 6.945
S7 -2.663 -0.311 6.136
O13 -1.763 -1.235 6.889
C34 -1.791 0.190 4.639
H51 -3.047 1.211 7.930
H52 -1.547 1.610 7.056
H53 -3.138 2.030 6.352
H54 -0.801 0.572 4.895
H55 -2.367 0.958 4.120
H56 -1.688 -0.682 3.992

For the HOMO-LUMO gap, the calculation gives 5.36 eV. The highest occupied orbital energy comes out at -10.645 eV. Its spin multiplicity is 1. Its net charge is +1.

---

(10)
Molecular formula: C18H13F5NO4S2
Method: DFT, wB97M-V/def2-TZVPD

Atoms and positions in Å:
C1 -2.829 4.358 -0.968
C2 -2.585 2.954 -0.505
C3 -2.107 2.668 0.785
C4 -1.807 1.346 1.130
C5 -2.181 0.290 0.256
C6 -1.966 -1.110 0.552
S1 -1.076 -1.975 -0.980
C7 -2.404 -3.181 -1.490
F1 -2.107 -3.794 -2.642
F2 -2.481 -4.091 -0.500
F3 -3.577 -2.525 -1.618
O1 -0.997 -0.997 -2.039
O2 0.049 -2.784 -0.606
C8 -2.786 0.616 -0.990
C9 -2.903 1.923 -1.404
H1 -2.418 4.468 -1.971
H2 -3.899 4.589 -1.014
H3 -2.343 5.062 -0.303
H4 -1.988 3.501 1.490
H5 -1.299 1.123 2.070
H6 -2.386 -0.895 2.834
H7 -3.300 -0.188 -1.537
H8 -3.317 2.171 -2.394
F4 0.135 -3.039 2.605
C10 -0.671 -2.171 3.182
F5 -0.093 -1.080 3.684
S2 -2.590 -1.859 1.831
N1 2.361 -2.005 1.062
C11 3.589 -2.280 0.512
O3 4.268 -3.305 0.548
C12 3.998 -1.010 -0.149
C13 2.977 -0.096 -0.052
C14 3.112 1.210 -0.505
C15 4.391 1.598 -0.980
C16 5.446 0.664 -0.996
C17 5.280 -0.665 -0.578
C18 1.847 -0.773 0.648
O4 0.775 -0.199 0.820
H9 -1.430 -2.592 3.859
H10 2.270 1.883 -0.487
H11 4.548 2.624 -1.307
H12 6.431 0.978 -1.327
H13 6.060 -1.411 -0.527

Its energy relative to the best compared isomer or geometry (same formula, charge and spin) is 316.4 kJ/mol. For the HOMO-LUMO gap, the calculation gives 6.22 eV. The highest occupied orbital energy comes out at -4.466 eV. Its spin multiplicity is 1. Its net charge is -1.

---

(11)
Molecular formula: C5H31NO11
Method: DFT, wB97M-V/def2-TZVPD

Atoms and positions in Å:
C1 -1.159 -2.255 -2.681
C2 -0.945 -1.370 -1.461
O1 -1.321 0.007 -1.479
C3 -1.428 -1.971 -0.135
C4 -0.217 -2.335 0.772
N1 -0.059 -1.269 1.739
C5 1.110 -1.468 2.555
O2 2.273 -0.875 1.948
H1 -2.132 -2.752 -2.734
H2 -0.476 -3.091 -2.739
H3 -1.079 -1.729 -3.630
H4 0.183 -1.162 -1.480
H5 -2.091 0.215 -0.937
H6 -2.227 -1.400 0.342
H7 -2.101 -2.830 -0.319
H8 0.689 -2.509 0.198
H9 -0.577 -3.283 1.229
H10 -0.279 -0.333 1.458
H11 1.017 -1.014 3.541
H12 1.233 -2.547 2.619
H13 2.151 0.060 1.759
O3 3.171 -0.721 -1.562
H14 2.266 -0.951 -1.820
H15 2.995 -0.598 -0.613
O4 0.711 1.356 0.211
H16 1.255 1.918 -0.352
H17 0.117 0.878 -0.392
O5 -3.462 0.623 1.514
H18 -2.823 0.045 1.942
H19 -3.734 1.377 2.042
O6 -2.082 -2.063 3.876
H20 -1.809 -1.558 4.647
H21 -2.969 -1.949 3.542
O7 0.794 1.188 -3.777
H22 0.310 0.822 -3.031
H23 0.453 2.057 -3.998
O8 2.856 2.090 -1.695
H24 3.047 2.771 -2.361
H25 3.090 1.323 -2.246
O9 4.211 1.704 0.698
H26 3.447 1.510 0.138
H27 4.004 2.636 0.847
O10 -2.251 4.400 -1.520
H28 -2.037 3.787 -2.243
H29 -1.752 4.009 -0.790
O11 -0.862 2.803 2.149
H30 -0.198 2.360 1.602
H31 -1.314 2.097 2.625

Its energy relative to the best compared isomer or geometry (same formula, charge and spin) is 363.3 kJ/mol. For the HOMO-LUMO gap, the calculation gives 8.94 eV. The highest occupied orbital energy comes out at -8.949 eV. As for the SMILES: C[C@@H](O)CCNCO.O.O.O.O.O.O.O.O.O. Its spin multiplicity is 1. Its net charge is 0.

---

(12)
Molecular formula: C15H22N3OPd
Method: DFT, wB97M-V/def2-TZVPD

Atoms and positions in Å:
Pd1 0.386 -0.299 -0.115
C1 -1.014 0.042 -2.199
C2 -0.415 1.307 -1.951
C3 1.001 1.108 -1.833
C4 1.285 -0.287 -2.054
C5 0.032 -0.951 -2.245
C6 -0.206 -2.384 -2.589
C7 2.664 -0.873 -2.117
C8 2.013 2.194 -1.713
C9 -1.081 2.641 -1.933
C10 -2.440 -0.237 -2.518
H1 -0.665 -2.452 -3.576
H2 -0.898 -2.848 -1.881
H3 0.716 -2.958 -2.604
H4 3.268 -0.332 -2.845
H5 2.638 -1.919 -2.411
H6 3.160 -0.792 -1.140
H7 2.336 2.505 -2.709
H8 2.900 1.858 -1.177
H9 1.596 3.069 -1.220
H10 -0.685 3.264 -2.734
H11 -0.891 3.166 -0.997
H12 -2.154 2.557 -2.073
H13 -2.521 -0.623 -3.535
H14 -3.051 0.658 -2.451
H15 -2.853 -0.995 -1.854
C11 1.528 -2.182 4.352
N1 0.562 -1.241 3.826
C12 -0.351 -0.601 4.584
C13 -1.249 0.275 4.054
C14 -1.199 0.495 2.652
N2 -0.290 -0.145 1.930
C15 0.606 -1.008 2.463
O1 1.429 -1.559 1.734
N3 -2.012 1.315 1.983
H16 1.407 -2.293 5.426
H17 2.535 -1.827 4.122
H18 1.393 -3.146 3.858
H19 -0.338 -0.817 5.641
H20 -1.974 0.784 4.663
H21 -2.733 1.839 2.444
H22 -1.877 1.373 0.977

For the HOMO-LUMO gap (spin up / spin down), the calculation gives 7.76 / 8.03 eV. The highest occupied orbital energy (spin up / spin down) comes out at -10.419 / -12.084 eV. Its spin multiplicity is 3. Its net charge is +1.

---

Q: What is the net charge in the eleventh record?
A: 0

---

Q: Number 9 is which compound?
A: C34H56F4N3O13S7